Record 1
97
Properties=species:S:1:pos:R:3:mulliken_spin:R:1 method="wB97M-V/def2-TZVPD" s_squared=0.75 e_above_lowest_kcal_mol=0.0 total_charge=-2 spin_multiplicity=2 lumo_energy_ha="0.1559 / 0.1559" orbital_gap_ev="5.388 / 5.358" homo_energy_ev="-1.1467 / -1.1173" molar_mass_g_mol=863.24 largest_force_ev_per_a=0.8
Cu -0.64 0.55 0.05 0.68
C -1.17 -2.31 -2.64 0.00
C -0.03 -1.46 -3.10 0.01
C 0.37 -1.49 -4.45 0.00
C 1.43 -0.73 -4.86 0.00
C 2.07 0.12 -3.94 -0.01
C 3.17 0.92 -4.30 0.01
C 3.74 1.75 -3.36 0.00
C 3.23 1.82 -2.07 0.01
C 2.14 1.05 -1.66 -0.01
S 1.56 1.26 -0.05 0.06
C 1.57 0.13 -2.60 0.03
N 0.57 -0.69 -2.21 -0.03
H -1.83 -2.55 -3.47 0.00
H -1.71 -1.76 -1.86 0.00
H -0.81 -3.25 -2.21 0.00
H -0.16 -2.12 -5.15 0.00
H 1.77 -0.75 -5.89 0.00
H 3.55 0.89 -5.32 0.00
H 4.58 2.38 -3.64 0.00
H 3.66 2.50 -1.35 0.00
C 1.33 -0.38 5.47 0.00
C -0.06 -0.44 5.47 0.00
C -0.78 0.02 4.38 0.00
C -0.14 0.53 3.22 -0.01
C 1.27 0.54 3.24 0.00
C 1.98 0.12 4.35 0.00
N -0.89 1.00 2.17 0.03
C -2.01 1.74 2.48 0.01
C -3.20 1.66 1.72 -0.01
C -4.27 2.49 1.98 0.00
C -4.23 3.42 3.02 0.00
C -3.08 3.49 3.79 0.00
C -2.00 2.67 3.53 0.00
H 1.90 -0.72 6.33 0.00
H -0.58 -0.84 6.33 0.00
H -1.86 -0.02 4.39 0.00
H 1.79 0.96 2.39 0.00
H 3.06 0.21 4.34 0.00
H -3.23 0.93 0.92 0.00
H -5.17 2.41 1.37 0.00
H -5.08 4.06 3.22 0.00
H -3.02 4.21 4.60 0.00
H -1.10 2.76 4.13 0.00
C -2.02 -1.73 0.87 0.00
O -2.12 -0.65 0.03 0.09
H -2.95 -2.32 0.87 0.01
H -1.81 -1.46 1.93 0.00
H -1.21 -2.44 0.58 0.01
C -2.11 2.45 -1.34 -0.01
O -1.01 1.64 -1.52 0.11
H -2.23 3.11 -2.23 0.01
H -2.03 3.11 -0.46 0.00
H -3.05 1.87 -1.23 0.00
C 4.69 -0.52 0.74 -0.01
C 4.61 -1.28 2.03 0.00
C 5.61 -1.10 2.99 0.00
C 5.57 -1.76 4.21 0.00
C 4.52 -2.63 4.48 0.00
C 3.53 -2.82 3.53 0.00
C 3.54 -2.14 2.31 0.00
Sb 1.88 -2.26 0.87 0.00
C 3.13 -3.51 -0.48 0.00
C 3.02 -3.10 -1.81 0.00
C 3.74 -3.71 -2.82 0.00
C 4.60 -4.76 -2.51 0.00
C 4.71 -5.17 -1.20 0.00
C 3.99 -4.57 -0.17 0.00
C 4.15 -5.08 1.24 0.00
C 0.75 -3.78 1.96 0.00
C 0.34 -3.38 3.23 0.00
C -0.58 -4.12 3.97 0.00
C -1.15 -5.25 3.41 0.00
C -0.78 -5.64 2.13 0.00
C 0.17 -4.93 1.40 0.00
C 0.52 -5.39 0.01 0.00
H 5.61 0.05 0.67 0.00
H 3.84 0.16 0.65 0.00
H 4.65 -1.20 -0.12 0.00
H 6.43 -0.43 2.77 0.00
H 6.34 -1.58 4.95 0.00
H 4.47 -3.14 5.43 0.00
H 2.73 -3.52 3.75 0.00
H 2.36 -2.28 -2.05 0.00
H 3.63 -3.37 -3.85 0.00
H 5.17 -5.25 -3.29 0.00
H 5.38 -6.00 -0.96 0.00
H 4.54 -6.10 1.23 0.00
H 3.20 -5.05 1.77 0.00
H 4.86 -4.45 1.79 0.00
H 0.73 -2.46 3.65 0.00
H -0.86 -3.80 4.96 0.00
H -1.88 -5.83 3.96 0.00
H -1.24 -6.51 1.68 0.00
H -0.08 -6.25 -0.28 0.00
H 1.58 -5.66 -0.06 0.00
H 0.35 -4.59 -0.71 0.00


Record 2
64
Properties=species:S:1:pos:R:3:lowdin_charge:R:1 method="wB97M-V/def2-TZVPD" e_above_lowest_kcal_mol=1.9 total_charge=-2 lumo_energy_ha=0.1430 orbital_gap_ev=6.000 homo_energy_ev=-2.1080 molar_mass_g_mol=964.56 largest_force_ev_per_a=0.4
Pb -0.15 -0.30 -0.51 1.45
Cl -3.91 1.16 6.55 0.58
C -2.98 1.12 5.06 -0.69
C -2.81 2.31 4.33 -0.15
C -2.09 2.28 3.17 -0.58
Cl -1.87 3.76 2.27 0.68
C -1.49 1.08 2.61 -0.42
O -0.85 1.12 1.53 -0.20
C -1.69 -0.09 3.42 -0.14
C -1.13 -1.39 3.07 -0.24
O -0.55 -1.71 2.05 -0.06
C -2.42 -0.04 4.62 -0.10
H -3.24 3.23 4.68 0.10
H -1.29 -2.16 3.86 0.12
H -2.54 -0.96 5.19 0.10
F 6.67 0.85 2.53 0.09
C 5.74 0.47 1.63 -0.16
C 4.40 0.44 1.96 -0.15
F 4.03 0.80 3.20 0.10
C 3.47 0.04 1.03 -0.24
F 2.18 0.04 1.41 0.03
C 3.79 -0.35 -0.27 -0.59
S 2.63 -0.87 -1.44 0.50
C 5.16 -0.30 -0.56 -0.26
F 5.60 -0.65 -1.78 0.06
C 6.12 0.10 0.35 -0.16
F 7.42 0.12 0.02 0.09
C 1.56 5.01 -2.55 -0.15
C 0.17 5.07 -2.65 -0.13
C -0.61 3.95 -2.43 -0.05
C -0.04 2.70 -2.10 -0.31
C 1.37 2.66 -2.02 -0.05
C 2.14 3.79 -2.23 -0.12
N -0.79 1.59 -1.83 -0.11
C -2.11 1.53 -2.28 -0.35
C -2.45 1.66 -3.63 -0.04
C -3.76 1.49 -4.06 -0.11
C -4.77 1.18 -3.15 -0.12
C -4.45 1.06 -1.80 -0.10
C -3.14 1.25 -1.37 -0.04
H 2.17 5.90 -2.71 0.07
H -0.31 6.02 -2.89 0.09
H -1.69 4.03 -2.49 0.10
H 1.85 1.71 -1.81 0.03
H 3.22 3.71 -2.16 0.09
H -1.67 1.87 -4.34 0.11
H -3.99 1.58 -5.11 0.09
H -5.79 1.02 -3.49 0.09
H -5.22 0.81 -1.08 0.10
H -2.89 1.18 -0.32 0.10
Br -5.61 -2.95 -3.13 0.74
C -5.11 -2.41 -1.38 -0.61
C -6.16 -2.12 -0.52 -0.17
C -5.92 -1.67 0.77 -0.11
C -4.61 -1.50 1.19 -0.07
C -3.57 -1.77 0.32 -0.03
C -3.78 -2.24 -0.98 -0.15
C -2.56 -2.57 -1.84 -0.65
O -2.61 -3.59 -2.53 -0.01
O -1.59 -1.74 -1.77 -0.23
H -7.18 -2.25 -0.87 0.08
H -6.75 -1.45 1.43 0.09
H -4.39 -1.13 2.19 0.10
H -2.55 -1.64 0.65 0.07


Record 3
15
Properties=species:S:1:pos:R:3:lowdin_charge:R:1 method="wB97M-V/def2-TZVPD" e_above_lowest_kcal_mol=8.0 total_charge=+1 lumo_energy_ha=-0.1525 orbital_gap_ev=7.908 homo_energy_ev=-12.0591 molar_mass_g_mol=173.25 largest_force_ev_per_a=4.1 smiles=c1[nH]sn2ccsc2n[nH+]1
C 1.63 1.63 -0.17 -0.20
C 2.81 1.02 -0.02 -0.37
C 0.89 -0.55 0.18 -0.59
C -2.15 -1.08 0.03 -0.08
N 0.50 0.78 0.00 -0.34
N -2.18 0.26 0.03 -0.25
N 0.25 -1.66 0.33 0.03
N -1.08 -1.88 0.16 0.05
S 2.67 -0.70 0.14 1.10
S -1.06 1.52 0.50 1.09
H 1.34 2.58 -0.40 0.09
H 3.66 1.59 -0.17 0.07
H -3.03 -1.52 -0.23 0.12
H -2.86 0.83 -0.44 0.09
H -1.38 -2.83 0.07 0.16


Record 4
13
Properties=species:S:1:pos:R:3:lowdin_charge:R:1 method="wB97M-V/def2-TZVPD" e_above_lowest_kcal_mol=33.7 lumo_energy_ha=0.0343 orbital_gap_ev=9.899 homo_energy_ev=-8.9662 molar_mass_g_mol=85.11 largest_force_ev_per_a=0.4
C 1.46 0.03 -0.76 -0.10
C 0.04 0.23 -1.23 -0.17
C -0.97 0.63 -0.45 -0.20
N -0.89 0.90 0.94 0.06
C -0.80 -0.06 1.76 -0.28
O -0.74 -1.38 1.48 0.04
H 1.95 1.01 -0.67 0.08
H 2.05 -0.58 -1.46 0.07
H 1.51 -0.45 0.22 0.06
H -0.14 0.16 -2.30 0.09
H -1.93 0.87 -0.89 0.11
H -0.79 -1.48 0.52 0.10
H -0.75 0.11 2.83 0.13


Record 5
70
Properties=species:S:1:pos:R:3:lowdin_charge:R:1 method="wB97M-V/def2-TZVPD" e_above_lowest_kcal_mol=15.3 total_charge=-1 lumo_energy_ha=0.0899 orbital_gap_ev=6.210 homo_energy_ev=-3.7641 molar_mass_g_mol=679.68 largest_force_ev_per_a=0.8
Au -0.08 0.11 -0.11 0.42
S 0.67 1.34 5.31 0.95
C 0.97 -0.30 4.91 -0.42
C 0.75 -0.51 3.59 -0.27
N 0.33 0.59 2.90 -0.06
C 0.25 1.63 3.65 -0.48
H 1.30 -1.01 5.66 0.06
H 0.90 -1.44 3.07 0.10
H -0.03 2.62 3.32 0.07
C 8.65 -0.29 -1.17 -0.07
C 7.18 -0.17 -0.86 -0.30
C 6.39 0.81 -1.44 -0.04
C 5.05 0.97 -1.11 -0.32
C 4.24 2.03 -1.80 -0.12
C 4.47 0.13 -0.14 -0.58
Se 2.71 0.51 0.54 0.48
C 5.23 -0.91 0.40 -0.32
C 4.66 -1.91 1.37 -0.11
C 6.57 -1.04 0.05 -0.04
H 8.95 0.45 -1.91 0.06
H 8.90 -1.28 -1.56 0.07
H 9.25 -0.13 -0.27 0.07
H 6.83 1.47 -2.18 0.10
H 4.85 2.59 -2.50 0.06
H 3.80 2.71 -1.06 0.05
H 3.40 1.58 -2.33 0.07
H 3.57 -1.89 1.34 0.01
H 4.96 -1.68 2.40 0.08
H 5.01 -2.92 1.14 0.07
H 7.16 -1.84 0.49 0.11
C -2.36 -2.26 1.35 -0.13
C -3.23 -1.04 1.02 -0.63
C -4.66 -1.52 0.73 -0.11
C -3.28 -0.20 2.31 -0.12
Si -2.39 -0.02 -0.43 0.61
C -3.10 1.81 -0.46 -0.64
C -2.71 2.50 -1.76 -0.13
C -4.63 1.89 -0.32 -0.10
C -2.46 2.62 0.67 -0.14
C -2.77 -0.91 -2.13 -0.64
C -4.20 -0.73 -2.65 -0.11
C -2.49 -2.41 -2.00 -0.13
C -1.81 -0.39 -3.22 -0.14
H -2.79 -2.81 2.19 0.08
H -1.35 -1.95 1.62 0.04
H -2.28 -2.95 0.51 0.05
H -5.07 -2.02 1.62 0.08
H -4.68 -2.25 -0.08 0.06
H -5.33 -0.70 0.48 0.06
H -3.57 -0.84 3.16 0.08
H -4.01 0.61 2.25 0.06
H -2.30 0.22 2.53 0.05
H -3.24 2.10 -2.63 0.06
H -1.63 2.41 -1.95 0.07
H -2.95 3.57 -1.70 0.08
H -5.14 1.33 -1.10 0.06
H -4.95 2.94 -0.39 0.08
H -4.97 1.52 0.65 0.05
H -1.37 2.60 0.59 0.05
H -2.73 2.26 1.66 0.05
H -2.78 3.67 0.60 0.08
H -4.95 -1.05 -1.91 0.06
H -4.35 -1.33 -3.55 0.08
H -4.41 0.31 -2.91 0.06
H -3.22 -2.91 -1.36 0.05
H -1.49 -2.59 -1.59 0.07
H -2.54 -2.89 -2.99 0.08
H -1.97 0.66 -3.44 0.05
H -1.97 -0.95 -4.15 0.08
H -0.77 -0.52 -2.92 0.05


Record 6
72
Properties=species:S:1:pos:R:3:lowdin_charge:R:1 method="wB97M-V/def2-TZVPD" e_above_lowest_kcal_mol=17.9 total_charge=+3 lumo_energy_ha="-0.4063 / -0.4062" orbital_gap_ev="5.534 / 5.536" homo_energy_ev="-16.5895 / -16.5895" molar_mass_g_mol=1070.47 largest_force_ev_per_a=1.8
Ta 0.37 1.35 1.35 0.97
C -1.26 -2.54 1.53 -0.32
C -0.04 -3.30 1.02 -0.34
C 1.30 -2.71 1.46 -0.33
Sb 1.88 -0.97 0.38 1.43
C 3.97 -0.91 0.38 -0.39
C 4.60 -0.03 -0.50 -0.15
C 5.99 -0.06 -0.59 -0.05
C 6.72 -0.95 0.18 -0.03
C 6.08 -1.82 1.05 -0.04
C 4.69 -1.81 1.16 -0.11
C 1.33 -1.40 -1.60 -0.40
C 0.72 -0.44 -2.40 -0.16
C 0.47 -0.71 -3.74 -0.06
C 0.83 -1.94 -4.27 -0.04
C 1.45 -2.90 -3.47 -0.04
C 1.71 -2.63 -2.13 -0.11
Sb -1.71 -0.62 0.73 1.51
C -2.33 -0.82 -1.24 -0.41
C -2.36 -2.08 -1.81 -0.10
C -2.82 -2.21 -3.11 -0.04
C -3.24 -1.09 -3.82 -0.03
C -3.20 0.16 -3.23 -0.05
C -2.75 0.31 -1.93 -0.14
C -3.27 0.08 1.92 -0.40
C -4.49 0.40 1.33 -0.10
C -5.54 0.81 2.14 -0.04
C -5.36 0.92 3.51 -0.03
C -4.13 0.60 4.09 -0.05
C -3.08 0.19 3.29 -0.15
H -1.21 -2.38 2.61 0.07
H -2.18 -3.11 1.35 0.09
H -0.07 -3.43 -0.06 0.09
H -0.10 -4.30 1.45 0.13
H 2.11 -3.42 1.27 0.07
H 1.32 -2.49 2.53 0.07
H 4.04 0.64 -1.14 0.07
H 6.49 0.61 -1.27 0.12
H 7.80 -0.97 0.10 0.13
H 6.65 -2.52 1.64 0.12
H 4.21 -2.49 1.85 0.10
H 0.42 0.53 -2.00 0.06
H -0.01 0.03 -4.36 0.12
H 0.65 -2.16 -5.31 0.13
H 1.74 -3.85 -3.89 0.12
H 2.21 -3.37 -1.53 0.11
H -2.04 -2.97 -1.27 0.10
H -2.86 -3.19 -3.57 0.13
H -3.60 -1.21 -4.83 0.13
H -3.55 1.03 -3.79 0.12
H -2.73 1.30 -1.47 0.10
H -4.64 0.30 0.26 0.10
H -6.50 1.05 1.70 0.13
H -6.18 1.24 4.14 0.13
H -4.01 0.68 5.16 0.12
H -2.14 -0.08 3.76 0.08
Cl 0.20 2.21 3.65 0.64
C 1.14 0.68 3.27 -0.62
H 0.68 -0.13 3.83 0.03
H 2.17 0.84 3.57 0.04
F -1.53 6.58 -0.01 0.26
C -0.87 5.50 0.22 -0.16
C -0.78 4.84 1.45 0.25
F -0.99 2.57 0.81 -0.46
C 0.59 5.01 1.24 -0.29
F 1.43 5.58 2.03 0.23
C 1.14 4.36 -0.05 -0.50
Se 1.97 2.59 -0.14 0.80
C 1.26 5.47 -0.91 -0.03
F 1.95 6.49 -1.17 0.33
C -0.05 4.88 -0.91 -0.28
F -0.64 4.20 -1.87 0.19


Record 7
18
Properties=species:S:1:pos:R:3:lowdin_charge:R:1 method="wB97M-V/def2-TZVPD" e_above_lowest_kcal_mol=140.0 lumo_energy_ha=0.0067 orbital_gap_ev=8.997 homo_energy_ev=-8.8156 molar_mass_g_mol=114.13 largest_force_ev_per_a=6.1
C -0.07 0.81 -0.13 -0.17
C 1.78 0.68 0.60 -0.30
C -0.24 0.21 -1.49 -0.11
C 0.16 -1.72 0.08 -0.09
C -2.16 -0.73 0.07 -0.05
C -0.69 -0.58 -0.30 -0.59
P 2.35 2.16 1.03 0.68
H 0.77 -0.10 -1.88 0.12
H -0.46 1.70 0.14 0.04
H -0.92 0.64 -2.27 0.12
H 1.19 -1.58 0.14 0.02
H -0.05 -2.61 -0.63 0.12
H -0.16 -2.17 1.04 0.08
H -2.56 0.37 -0.16 0.12
H -2.58 -1.51 -0.60 0.08
H -2.21 -1.12 1.18 0.11
H 2.33 3.65 1.40 -0.06
H 3.52 1.89 1.76 -0.10


Record 8
64
Properties=species:S:1:pos:R:3:lowdin_charge:R:1 method="wB97M-V/def2-TZVPD" lumo_energy_ha=-0.0282 orbital_gap_ev=6.913 homo_energy_ev=-7.6818 molar_mass_g_mol=675.06 largest_force_ev_per_a=9.0
C -2.08 0.05 6.43 -0.01
C -1.35 1.49 6.00 -0.26
O -0.21 1.81 6.64 -0.03
O -1.95 2.32 4.91 -0.04
C -0.85 3.09 4.22 -0.21
O -0.91 4.42 4.37 0.01
C 0.31 2.25 3.43 -0.07
B 0.24 2.34 1.79 -0.86
C 1.03 1.06 1.05 -0.18
C 2.26 0.45 1.95 -0.18
C 3.47 -0.10 0.93 -0.14
F 3.03 -1.43 0.45 -0.18
C -1.28 2.38 1.15 -0.54
I -1.96 4.00 -0.23 0.72
C -2.30 1.32 1.43 -0.69
C -2.05 0.02 2.39 -0.16
I -4.32 1.49 0.48 0.59
P 1.30 3.91 1.30 0.72
O 2.76 3.75 1.97 -0.41
O 0.64 5.40 1.92 -0.26
O 1.54 4.06 -0.42 -0.31
H -2.12 -0.63 5.46 0.08
H -1.44 -0.48 7.26 0.10
H -3.17 0.34 6.75 0.10
H 1.37 2.56 3.87 0.15
H 0.19 1.09 3.70 0.11
H 0.31 0.19 0.75 0.09
H 1.48 1.48 0.03 0.09
H 2.79 1.22 2.66 0.11
H 1.80 -0.42 2.61 0.12
H 3.52 0.70 0.05 0.12
H 4.52 -0.11 1.46 0.12
H -2.52 0.22 3.46 0.07
H -2.67 -0.90 1.95 0.07
H -0.94 -0.35 2.45 0.07
H -0.36 5.38 2.00 0.03
H 1.35 5.01 -0.74 0.08
C -0.61 0.22 -2.49 -0.09
C 0.76 -0.27 -2.98 -0.21
C 0.67 -1.22 -4.18 -0.10
N 0.54 -2.73 -3.87 -0.23
C 1.93 -3.36 -3.85 0.02
C -0.21 -3.10 -2.59 -0.09
C -1.67 -3.07 -2.98 -0.15
C -1.69 -3.65 -4.38 -0.15
C -0.31 -3.40 -4.99 -0.08
H -1.05 -0.47 -1.76 0.06
H -0.51 1.19 -2.00 0.07
H -1.31 0.34 -3.32 0.08
H 1.35 -0.68 -2.16 0.11
H 1.30 0.63 -3.32 0.13
H 1.58 -1.11 -4.78 0.13
H -0.17 -0.93 -4.82 0.13
H 2.51 -2.88 -3.04 0.12
H 2.40 -3.19 -4.82 0.11
H 1.83 -4.43 -3.66 0.10
H 0.08 -4.12 -2.32 0.14
H 0.07 -2.44 -1.77 0.13
H -2.06 -2.05 -3.00 0.11
H -2.29 -3.64 -2.29 0.13
H -2.49 -3.21 -4.99 0.13
H -1.88 -4.73 -4.34 0.12
H -0.34 -2.74 -5.86 0.13
H 0.17 -4.34 -5.27 0.13